No. 1
16
Properties=species:S:1:pos:R:3:forces:R:3 method="wB97M-V/def2-TZVPD" lumo_energy_ev=0.9 smiles="C=CC(=C)C.O" e_tot_ha=-271.6667 orbital_gap_ev=10.32 total_charge=0
C 1.629 0.805 -1.103 0.622 -1.040 3.374
C 0.424 0.462 -0.184 -0.197 -1.823 -2.918
C 0.043 1.066 0.909 -1.456 0.177 0.331
C -1.795 -0.417 -0.996 4.038 1.554 2.649
C -0.452 -0.591 -0.860 -1.212 1.492 1.040
H 1.372 0.615 -2.134 0.334 0.000 -0.165
H 2.494 0.142 -0.659 -1.378 1.105 -1.485
H 1.902 1.835 -0.870 0.160 0.030 -0.503
H 0.461 1.999 1.142 0.781 0.998 0.836
H -0.923 0.805 1.366 0.619 -0.001 0.018
H -2.275 0.335 -0.359 -0.172 -0.187 -0.909
H -2.214 -1.086 -1.614 -2.370 -2.100 -1.768
H 0.036 -1.440 -1.298 0.239 -0.168 -0.547
H -0.270 -0.983 2.696 -0.422 0.644 1.340
H 0.029 -1.685 1.583 0.111 -0.954 -1.114
O -0.462 -1.863 2.383 0.303 0.272 -0.179

---

No. 2
18
Properties=species:S:1:pos:R:3:forces:R:3 method="wB97M-V/def2-TZVPD" lumo_energy_ev="2.7 / 2.7" s2=0.7537 multiplicity=2 e_tot_ha=-364.1612 orbital_gap_ev="2.07 / 5.49" total_charge=-1
C 2.534 -0.306 0.081 0.016 -0.291 0.362
N 1.373 -0.011 -0.713 0.178 0.669 0.943
C 0.372 -1.069 -0.798 1.197 -0.611 -0.595
C -0.614 -1.104 0.354 -1.362 0.245 -0.545
C -1.845 -1.937 0.001 0.657 0.131 0.317
O -1.742 -3.183 -0.317 -0.168 0.057 0.049
H 3.173 -1.101 -0.347 0.089 0.118 0.014
H 3.137 0.581 0.299 0.035 0.070 -0.379
H 2.240 -0.657 1.073 -0.176 -0.145 -0.044
H 1.587 0.592 -1.479 -0.309 -0.241 -0.554
H -0.159 -1.041 -1.748 -0.254 0.490 0.015
H 0.922 -2.023 -0.890 -0.227 -0.094 0.297
H -1.009 -0.084 0.461 0.250 0.070 0.190
H -0.135 -1.383 1.304 0.221 -0.189 0.002
H -2.772 -1.341 -0.069 -0.144 -0.290 -0.066
H 0.388 5.861 1.242 0.022 -0.034 0.059
H -1.005 6.223 1.740 -0.371 0.369 0.689
O -0.547 5.793 1.034 0.344 -0.325 -0.753

---

No. 3
15
Properties=species:S:1:pos:R:3:forces:R:3 method="wB97M-V/def2-TZVPD" lumo_energy_ev="-5.4 / -5.6" s2=0.7562 multiplicity=2 e_tot_ha=-576.6928 orbital_gap_ev="5.44 / 7.69" total_charge=+1
O -0.666 2.280 -0.063 0.163 0.194 -0.356
O -0.198 0.305 0.780 -1.685 2.791 0.186
C 1.076 -1.147 -0.256 1.461 -1.198 -0.686
C 2.565 -0.953 -0.099 -0.531 -1.374 -0.004
O 2.893 0.408 -0.157 -0.682 1.884 0.379
C -1.090 1.132 0.291 2.612 -1.192 0.846
H 0.638 -1.920 0.383 -0.253 0.479 -0.661
H 0.672 -0.865 -1.237 -0.151 -0.412 0.458
H 3.077 -1.506 -0.909 0.037 0.265 0.228
H 2.892 -1.402 0.859 0.027 0.335 -0.394
O -2.812 -0.527 0.251 0.629 0.682 -0.104
O -3.392 1.570 -0.147 0.845 -0.265 0.113
C -2.519 0.693 0.104 -2.401 -0.583 -0.004
Y 1.532 1.859 0.237 -0.527 -1.732 -0.009
Li -4.668 0.074 -0.036 0.457 0.127 0.008

---

No. 4
30
Properties=species:S:1:pos:R:3:forces:R:3 method="wB97M-V/def2-TZVPD" lumo_energy_ev="3.1 / 4.1" s2=1.7709 multiplicity=2 e_tot_ha=-3055.1663 orbital_gap_ev="4.04 / 5.68" total_charge=-2
Hg 0.108 -3.134 -1.719 -0.014 -0.005 -0.062
I 5.059 4.410 -2.778 0.148 0.045 0.120
C 1.204 0.970 -1.161 -0.114 -0.118 0.077
C 3.219 3.700 -3.773 -0.018 0.015 0.001
C 0.376 2.619 -5.057 -0.026 -0.009 0.030
C -1.012 2.026 -2.719 0.102 -0.221 0.200
C -1.219 1.221 -1.665 -0.230 0.309 -0.411
C -2.553 0.866 -1.232 -0.058 -0.243 0.383
C -2.720 0.066 -0.162 -0.109 0.130 -0.170
C -1.620 -0.491 0.589 0.229 0.125 -0.112
C -0.351 -0.217 0.226 -0.242 0.029 0.079
C -0.078 0.684 -0.912 0.355 -0.126 0.126
H 3.424 4.206 -4.740 -0.077 0.011 -0.133
H 1.458 2.795 -5.230 -0.067 -0.032 0.090
H -1.727 2.455 -3.401 -0.077 -0.055 0.065
H -3.395 1.263 -1.782 -0.012 -0.002 -0.001
H -3.726 -0.185 0.154 0.023 -0.028 0.003
H -1.809 -1.159 1.416 -0.055 0.033 -0.050
Cl 1.541 -0.443 5.872 -0.085 -0.096 -0.304
C 0.976 -1.303 4.444 0.269 0.409 0.700
C 0.450 -2.591 4.530 -0.056 -0.259 0.032
Cl 0.364 -3.389 6.085 0.027 0.175 -0.222
C 0.006 -3.245 3.391 -0.092 -0.128 0.098
Cl -0.646 -4.856 3.492 0.056 0.148 0.000
C 0.041 -2.667 2.072 -0.063 -0.511 0.008
O -0.381 -3.265 1.047 0.257 0.402 0.404
C 0.603 -1.344 2.072 0.104 0.673 -1.087
O 0.767 -0.686 0.832 -0.148 -0.110 0.442
C 1.029 -0.729 3.205 -0.293 -0.746 -0.020
Cl 0.613 2.421 -3.093 0.267 0.186 -0.286

---

No. 5
16
Properties=species:S:1:pos:R:3:forces:R:3 method="wB97M-V/def2-TZVPD" lumo_energy_ev=1.0 smiles=FC[C@@H]1OC[C@@H]2N[C@H]21 e_tot_ha=-425.0054 orbital_gap_ev=9.77 total_charge=0
C 1.617 1.235 0.152 0.093 1.823 -0.344
C 0.217 0.810 0.372 -2.161 -0.073 0.618
C -0.311 -1.541 0.616 -0.226 -0.177 0.692
C -1.378 -0.779 -0.185 1.433 -0.331 -1.171
C -0.343 0.139 -0.888 1.126 -0.110 0.272
H 2.094 1.568 1.053 0.266 -0.065 0.714
H 1.727 2.077 -0.568 -0.312 -0.566 0.194
H -0.471 1.550 0.889 0.988 -0.451 -0.884
H 0.451 -2.197 0.103 -0.853 1.052 0.163
H -0.739 -2.130 1.443 0.124 0.261 -0.234
H -2.018 -0.232 0.488 0.058 0.096 0.361
H -2.361 0.346 -1.476 -0.038 0.509 -0.104
H 0.505 -0.422 -1.397 -1.259 0.729 0.844
N -1.534 -0.222 -1.574 -0.529 -1.126 0.366
O 0.288 -0.345 1.298 -0.148 -0.776 -0.938
F 2.254 0.144 -0.327 1.438 -0.795 -0.549

---

No. 6
15
Properties=species:S:1:pos:R:3:forces:R:3 method="wB97M-V/def2-TZVPD" lumo_energy_ev=-0.1 smiles="CCS(=O)#[PH]C" e_tot_ha=-934.3697 orbital_gap_ev=8.36 total_charge=0
C -1.540 1.551 -0.127 -3.453 -3.120 -3.212
C 2.340 -1.360 -0.580 -2.227 0.667 -0.857
C -1.898 0.313 0.762 3.300 1.315 0.696
O -0.603 -0.795 -1.242 -0.024 -0.516 -2.603
P 1.427 0.042 0.365 1.172 -0.422 0.704
S -0.732 -1.060 0.180 0.398 0.632 2.335
H -0.852 2.071 0.341 3.364 2.716 2.289
H -1.034 1.154 -1.116 -1.476 1.026 1.707
H -2.434 2.218 -0.301 0.911 -0.897 -0.084
H 3.336 -1.006 -0.847 -0.147 0.042 -0.072
H 2.391 -2.330 -0.093 0.029 0.099 0.204
H 1.645 -1.447 -1.506 1.531 0.024 1.343
H -2.911 -0.006 0.718 -0.672 -0.490 0.032
H -1.498 0.510 1.817 -1.129 -0.380 -1.175
H 2.364 0.147 1.628 -1.578 -0.695 -1.306